Record 1
Molecular formula: C37H59As3BN12SW
Method: DFT, wB97M-V/def2-TZVPD

```
114
Properties=species:S:1:pos:R:3:mulliken_spin:R:1
W 0.293 -0.019 -0.104 0.981
C 4.125 -0.391 0.286 -0.003
C 3.200 -1.270 1.054 0.009
C 3.599 -2.178 2.037 0.003
C 2.444 -2.796 2.460 0.017
N 1.419 -2.312 1.743 0.009
N 1.859 -1.341 0.887 0.042
B -0.076 -2.579 1.901 -0.038
N -0.618 -1.271 2.529 0.005
C -1.223 -1.077 3.713 0.021
C -1.399 0.278 3.898 0.005
C -0.862 0.885 2.761 0.016
C -0.859 2.341 2.451 0.008
N -0.363 -0.063 1.940 0.062
N -0.692 -2.785 0.474 -0.021
C -1.429 -3.840 0.073 -0.001
C -2.065 -3.515 -1.104 -0.009
C -1.674 -2.207 -1.390 0.002
C -2.170 -1.336 -2.489 0.031
N -0.813 -1.782 -0.440 -0.014
N -0.462 -3.783 2.704 -0.002
C 0.086 -5.041 2.775 -0.001
C -0.832 -5.870 3.348 0.001
C -1.968 -5.038 3.611 0.000
C -3.257 -5.418 4.191 0.000
N -1.708 -3.800 3.200 0.000
H 4.855 -0.996 -0.253 0.002
H 4.700 0.224 0.979 0.000
H 3.599 0.260 -0.417 0.008
H 4.597 -2.351 2.380 0.000
H 2.294 -3.518 3.234 0.001
H -1.501 -1.904 4.333 0.001
H -1.861 0.761 4.734 0.000
H -1.857 2.744 2.618 0.001
H -0.562 2.545 1.417 -0.004
H -0.189 2.880 3.123 0.001
H -1.467 -4.755 0.628 0.000
H -2.730 -4.132 -1.671 0.001
H -2.279 -1.906 -3.410 0.001
H -1.512 -0.472 -2.650 -0.009
H -3.171 -0.979 -2.245 0.001
H 1.059 -5.254 2.382 0.000
H -0.739 -6.913 3.577 0.000
H -3.123 -6.084 5.047 0.000
H -3.841 -6.000 3.467 0.000
H -3.837 -4.541 4.470 0.000
C 0.236 3.849 -1.312 -0.002
As 0.282 1.956 -1.901 -0.024
C -0.937 2.302 -3.445 0.009
C 2.075 2.145 -2.776 0.009
C 2.626 1.179 -3.850 -0.004
C 3.958 1.769 -4.343 -0.002
C 2.945 -0.215 -3.289 0.003
As 1.587 -1.180 -2.183 -0.031
C 2.717 -2.743 -1.766 0.001
C 0.678 -2.166 -3.647 0.000
C 1.650 1.100 -5.029 -0.002
As 2.378 0.682 -6.883 -0.008
C 0.763 1.071 -7.919 -0.001
C 2.462 -1.278 -6.983 0.000
H 0.319 4.495 -2.195 -0.001
H 1.072 4.069 -0.650 0.001
H -0.687 4.116 -0.791 -0.001
H -0.447 3.046 -4.080 -0.001
H -1.872 2.745 -3.094 0.000
H -1.183 1.430 -4.048 0.001
H 2.782 2.199 -1.937 0.001
H 2.049 3.143 -3.233 0.000
H 4.640 1.969 -3.518 0.000
H 3.790 2.700 -4.883 0.000
H 4.444 1.059 -5.018 -0.001
H 3.842 -0.137 -2.667 -0.002
H 3.204 -0.880 -4.124 -0.001
H 3.117 -3.150 -2.699 -0.001
H 2.108 -3.520 -1.296 0.000
H 3.554 -2.522 -1.111 -0.001
H 1.459 -2.583 -4.288 -0.001
H 0.008 -1.565 -4.256 -0.001
H 0.121 -3.006 -3.231 0.000
H 1.217 2.090 -5.183 0.000
H 0.840 0.395 -4.812 0.000
H 0.502 2.126 -7.866 0.000
H -0.068 0.465 -7.554 -0.001
H 0.942 0.824 -8.964 0.000
H 3.299 -1.681 -6.419 0.000
H 2.605 -1.553 -8.027 0.000
H 1.522 -1.701 -6.633 0.000
C 4.187 3.869 1.527 -0.001
N 3.636 2.900 2.431 -0.008
C 4.181 2.784 3.779 0.000
C 3.397 1.612 4.389 0.000
N 2.549 1.191 3.276 -0.002
C 2.712 1.988 2.213 -0.001
S 1.893 1.838 0.718 -0.052
H 5.215 3.600 1.270 0.000
H 4.207 4.845 2.014 0.000
H 3.585 3.935 0.622 0.001
H 4.038 3.724 4.318 0.000
H 5.254 2.594 3.722 0.000
H 2.794 1.912 5.248 0.000
H 4.046 0.788 4.694 0.000
H 1.762 0.583 3.421 -0.004
N -5.336 -1.974 2.170 -0.001
C -4.904 -1.098 1.577 0.000
C -4.243 -0.068 0.853 -0.003
C -4.868 1.065 0.336 0.005
C -4.056 1.971 -0.334 -0.004
C -2.700 1.721 -0.461 0.000
N -2.079 0.617 0.004 -0.002
C -2.876 -0.245 0.660 0.007
H -5.928 1.225 0.454 0.000
H -4.476 2.872 -0.757 0.000
H -2.077 2.455 -0.960 0.010
H -2.465 -1.155 1.075 -0.007
```

Properties
2S+1: 2
HOMO level (spin up / spin down): -16.200 / -16.259 eV
<S²>: 0.79
Kohn-Sham gap (spin up / spin down): 2.058 / 2.737 eV
Total charge: +4

---

Record 2
Molecular formula: CH5NO2S
Method: DFT, wB97M-V/def2-TZVPD

```
10
Properties=species:S:1:pos:R:3:nbo_charge:R:1
C -1.281 1.085 0.300 -0.262
N 2.170 -0.117 -0.748 -0.678
O -0.572 -2.585 -0.032 -0.838
O -1.424 -0.287 0.007 -0.703
S -0.298 -1.311 0.557 1.298
H -0.610 1.239 1.146 0.180
H -2.268 1.478 0.539 0.199
H -0.874 1.595 -0.572 0.200
H 2.405 -0.949 -1.285 0.305
H 2.752 -0.149 0.087 0.299
```

Properties
HOMO level (spin up / spin down): -10.877 / -8.159 eV
Kohn-Sham gap (spin up / spin down): 10.514 / 7.463 eV
Total charge: 0

---

Record 3
Molecular formula: C15H58B2N16NiO9
Method: DFT, wB97M-V/def2-TZVPD

```
101
Properties=species:S:1:pos:R:3:mulliken_spin:R:1
Ni 1.522 0.166 0.824 1.669
B 0.136 -0.250 -0.955 -0.133
H -0.489 -0.703 -1.794 0.018
H -0.101 -0.784 0.034 0.048
H 1.226 -0.446 -1.218 0.037
H -0.116 0.857 -0.831 0.022
B 3.295 -1.184 0.221 0.017
H 3.578 -0.977 1.315 0.003
H 4.123 -1.673 -0.405 0.015
H 2.337 -1.827 0.189 0.016
H 2.977 -0.237 -0.331 0.029
C 0.533 3.734 1.752 -0.003
C -0.131 2.555 2.435 0.007
C -1.524 2.986 2.916 -0.001
O -2.143 1.883 3.543 0.000
C -3.550 1.819 3.529 0.000
N -0.229 1.393 1.526 0.099
H 1.617 3.647 1.668 0.000
H 0.378 4.640 2.342 0.000
H 0.144 3.867 0.741 0.000
H 0.400 2.283 3.349 0.003
H -2.116 3.334 2.058 -0.001
H -1.518 3.794 3.654 0.001
H -4.053 2.762 3.761 0.000
H -3.890 0.977 4.125 0.000
H -3.826 1.617 2.483 0.000
H -0.910 0.776 1.975 -0.003
H -0.766 1.738 0.729 -0.018
C 1.191 -1.686 4.671 0.004
C 1.146 -0.590 3.617 -0.016
C 2.551 0.081 3.639 0.000
O 2.630 0.899 2.477 0.057
C 3.875 1.540 2.268 0.002
N 0.989 -1.233 2.301 0.089
H 1.605 -1.359 5.628 0.000
H 1.777 -2.551 4.358 0.000
H 0.181 -2.072 4.831 0.000
H 0.356 0.145 3.753 0.002
H 3.374 -0.635 3.614 -0.001
H 2.532 0.748 4.506 0.002
H 4.042 2.208 3.115 0.002
H 3.789 2.120 1.351 -0.001
H 4.691 0.846 2.054 -0.001
H 0.103 -1.745 2.303 -0.005
H 1.588 -2.060 2.269 0.000
C -0.594 2.104 -4.163 0.000
O -0.845 2.663 -5.231 0.000
N -0.472 2.812 -2.984 0.000
N -0.465 0.766 -4.063 0.000
H -0.427 2.219 -2.169 -0.002
H -0.399 3.807 -3.011 0.000
H -0.891 0.118 -4.701 0.000
H -0.206 0.397 -3.153 0.006
C 0.849 -4.416 0.848 -0.001
O 0.840 -4.081 2.034 0.000
N 1.727 -5.367 0.361 0.000
N -0.013 -3.956 -0.063 0.000
H 2.641 -5.519 0.744 0.000
H 1.633 -5.699 -0.582 0.000
H -0.717 -3.302 0.236 0.000
H 0.156 -4.258 -1.004 0.000
C -2.949 -1.391 1.287 -0.002
O -2.063 -1.916 1.947 0.000
N -4.280 -1.459 1.573 0.000
N -2.741 -0.744 0.092 0.003
H -4.560 -1.946 2.408 0.000
H -4.998 -1.170 0.941 0.000
H -1.742 -0.704 -0.171 -0.003
H -3.331 0.014 -0.198 0.000
C -3.100 -2.740 -3.323 0.000
O -3.892 -3.306 -4.077 0.000
N -1.769 -2.970 -3.262 0.000
N -3.488 -1.665 -2.563 0.000
H -1.189 -2.258 -2.863 0.002
H -1.349 -3.620 -3.906 0.000
H -3.052 -1.455 -1.656 0.000
H -4.365 -1.223 -2.771 0.000
C 2.906 2.185 -1.371 0.006
O 2.191 1.984 -0.376 0.036
N 2.917 1.477 -2.503 0.001
N 3.839 3.189 -1.339 0.002
H 3.534 1.684 -3.261 0.000
H 2.143 0.837 -2.590 -0.001
H 4.543 3.277 -2.043 0.000
H 3.739 3.756 -0.515 0.000
C 2.225 -2.768 -3.543 0.000
O 2.571 -3.281 -4.614 0.000
N 2.518 -3.391 -2.385 0.000
N 1.618 -1.548 -3.455 0.000
H 2.778 -4.354 -2.484 0.000
H 2.471 -2.938 -1.482 -0.001
H 1.434 -1.109 -4.339 0.000
H 1.382 -1.118 -2.552 -0.007
C -3.449 2.388 -1.379 0.000
O -2.504 2.047 -0.665 -0.002
N -4.311 3.389 -1.077 0.000
N -3.594 1.906 -2.652 0.000
H -4.901 3.735 -1.809 0.000
H -4.142 3.958 -0.269 0.000
H -2.931 1.220 -2.971 0.001
H -4.249 2.335 -3.275 0.000
```

Properties
2S+1: 3
HOMO level (spin up / spin down): -9.084 / -9.120 eV
<S²>: 2.00
Kohn-Sham gap (spin up / spin down): 9.115 / 9.151 eV
Total charge: 0

---

Record 4
Molecular formula: C27H32CoN6
Method: DFT, wB97M-V/def2-TZVPD

```
66
Properties=species:S:1:pos:R:3:nbo_charge:R:1
Co 0.060 0.224 -0.168 1.427
C 0.169 -3.020 2.684 -0.390
C -0.009 -1.666 3.393 -0.418
C 0.791 -0.506 2.768 -0.239
N 0.034 0.317 1.836 -0.652
C -0.812 1.217 2.284 0.228
C -1.062 1.424 3.669 -0.300
C -2.024 2.158 4.329 -0.149
C -3.078 2.908 3.833 -0.314
C -3.300 3.198 2.499 -0.134
C -2.543 2.905 1.381 -0.327
C -1.375 2.121 1.203 0.243
N -0.704 2.062 0.064 -0.667
C -0.824 3.099 -0.955 -0.216
C -0.883 2.593 -2.404 -0.401
C 0.192 1.556 -2.759 -0.229
N -0.145 0.290 -2.141 -0.623
C -0.838 -0.642 -2.737 0.222
C -1.151 -0.619 -4.132 -0.343
C -1.806 -1.513 -4.945 -0.129
C -2.436 -2.717 -4.649 -0.337
C -2.543 -3.273 -3.391 -0.115
C -2.059 -2.850 -2.164 -0.376
C -1.276 -1.735 -1.783 0.326
N -0.897 -1.499 -0.543 -0.686
C -1.207 -2.363 0.584 -0.227
C 0.069 -3.006 1.154 -0.409
H -0.562 -3.725 3.092 0.202
H 1.154 -3.415 2.949 0.198
H 0.308 -1.793 4.432 0.209
H -1.064 -1.386 3.432 0.211
H 1.638 -0.923 2.215 0.194
H 1.226 0.120 3.553 0.187
H -0.406 0.877 4.331 0.201
H -1.968 2.097 5.412 0.203
H -3.779 3.313 4.552 0.208
H -4.190 3.785 2.293 0.205
H -2.936 3.333 0.471 0.204
H 0.070 3.732 -0.867 0.183
H -1.672 3.761 -0.793 0.186
H -0.764 3.468 -3.050 0.206
H -1.864 2.158 -2.614 0.207
H 1.148 1.889 -2.338 0.190
H 0.333 1.501 -3.838 0.185
H -0.787 0.248 -4.660 0.200
H -1.841 -1.219 -5.990 0.201
H -2.900 -3.249 -5.470 0.205
H -3.109 -4.199 -3.344 0.200
H -2.334 -3.509 -1.355 0.197
H -1.946 -3.129 0.358 0.184
H -1.655 -1.728 1.353 0.197
H 0.928 -2.465 0.743 0.197
H 0.154 -4.032 0.787 0.209
N 6.421 0.385 -0.462 -0.780
C 5.053 0.326 -0.391 0.220
C 4.316 1.321 0.259 -0.311
C 2.940 1.238 0.267 0.078
N 2.259 0.255 -0.322 -0.554
C 2.959 -0.689 -0.950 0.074
C 4.337 -0.703 -1.008 -0.310
H 6.898 0.984 0.189 0.390
H 6.914 -0.456 -0.707 0.390
H 4.814 2.146 0.752 0.219
H 2.340 1.988 0.773 0.216
H 2.377 -1.467 -1.433 0.215
H 4.851 -1.499 -1.531 0.219
```

Properties
2S+1: 4
HOMO level (spin up / spin down): -6.276 / -6.244 eV
<S²>: 3.77
Kohn-Sham gap (spin up / spin down): 6.792 / 6.756 eV
Total charge: 0

---

Record 5
Molecular formula: C32H64O19S5
Method: DFT, wB97M-V/def2-TZVPD

```
120
Properties=species:S:1:pos:R:3:mulliken_charge:R:1
O -2.573 -2.839 -2.739 -0.613
S -3.522 -1.880 -3.259 1.302
O -4.496 -1.307 -2.359 -0.779
C -2.618 -0.551 -4.024 -0.061
C -3.296 -0.285 -5.363 -0.443
C -3.727 -1.653 -5.928 -0.857
C -4.360 -2.422 -4.777 -0.891
H -1.615 -0.896 -4.293 -0.134
H -2.431 0.243 -3.312 0.165
H -4.137 0.401 -5.236 0.412
H -2.573 0.171 -6.038 0.122
H -2.864 -2.165 -6.355 0.303
H -4.425 -1.446 -6.738 0.459
H -4.438 -3.502 -4.806 0.443
H -5.334 -1.949 -4.632 0.353
O 4.451 -4.330 0.966 -0.668
S 3.315 -5.044 1.487 1.207
O 3.023 -6.361 0.994 -0.710
C 3.322 -5.090 3.288 -0.682
C 2.425 -3.935 3.757 -0.902
C 1.923 -3.103 2.572 -0.126
C 1.851 -3.992 1.348 0.000
H 4.338 -5.133 3.665 0.461
H 2.807 -6.020 3.514 0.312
H 1.581 -4.380 4.285 0.269
H 2.948 -3.345 4.509 0.365
H 2.583 -2.252 2.407 0.383
H 0.953 -2.682 2.834 0.078
H 1.868 -3.495 0.382 -0.132
H 1.009 -4.683 1.395 0.140
O 0.745 -0.183 -4.149 -0.655
S 1.651 -0.986 -3.367 1.384
O 2.227 -0.472 -2.154 -0.761
C 0.944 -2.587 -2.952 0.295
C 2.054 -3.575 -3.223 -0.647
C 2.713 -3.124 -4.538 -0.747
C 3.036 -1.655 -4.373 -0.944
H 0.144 -2.871 -3.643 0.219
H 0.496 -2.497 -1.967 -0.498
H 2.900 -3.479 -2.518 0.221
H 1.820 -4.634 -3.144 0.502
H 1.962 -3.184 -5.339 0.286
H 3.565 -3.736 -4.819 0.432
H 3.103 -1.058 -5.278 0.423
H 3.875 -1.413 -3.720 0.386
O -0.016 1.733 -1.520 -0.689
S -0.510 0.620 -0.753 0.809
O -1.047 -0.541 -1.417 0.070
C 0.714 0.193 0.495 0.103
C 0.247 0.721 1.843 -0.405
C -0.931 1.704 1.627 -0.290
C -1.711 1.274 0.402 -1.037
H 1.690 0.378 0.058 0.732
H 0.557 -0.886 0.528 -0.636
H -0.074 -0.108 2.469 0.223
H 1.030 1.252 2.379 -0.041
H -0.515 2.691 1.405 -0.115
H -1.514 1.766 2.542 0.651
H -2.226 2.063 -0.147 0.611
H -2.495 0.565 0.676 0.305
O 1.302 5.483 -5.277 -0.682
S 0.863 4.230 -5.834 1.168
O 1.585 3.600 -6.899 -0.669
C 0.539 3.051 -4.530 0.301
C -0.910 3.206 -4.157 0.091
C -1.616 3.315 -5.525 -0.535
C -0.892 4.422 -6.292 -0.864
H 1.231 3.001 -3.693 -0.198
H 0.689 2.078 -5.010 0.105
H -1.408 2.386 -3.652 -0.349
H -1.093 4.127 -3.600 0.328
H -2.669 3.586 -5.470 0.477
H -1.446 2.414 -6.120 0.073
H -1.210 5.418 -5.983 0.358
H -0.890 4.430 -7.381 0.452
C -4.527 -6.726 3.935 -1.246
C -3.168 -6.243 3.485 -0.182
O -3.341 -5.113 2.646 -0.313
C -2.216 -4.565 2.162 0.624
O -1.115 -4.934 2.497 -0.586
O -2.609 -3.604 1.328 -0.350
C -1.767 -2.646 0.714 0.169
H -5.148 -6.875 3.051 0.320
H -5.036 -5.998 4.560 0.307
H -4.369 -7.687 4.420 0.382
H -2.642 -7.044 2.959 0.303
H -2.531 -6.041 4.350 0.305
H -1.438 -3.019 -0.254 0.143
H -0.919 -2.336 1.321 -0.134
H -2.385 -1.774 0.529 0.145
C 2.050 3.819 3.354 -0.647
C 3.481 3.459 3.007 -0.727
O 3.542 2.523 1.932 -0.310
C 3.483 3.079 0.731 0.776
O 3.371 4.235 0.504 -0.572
O 3.496 2.114 -0.158 -0.372
C 3.310 2.497 -1.529 -0.617
H 2.037 4.615 4.104 0.378
H 1.505 2.960 3.741 0.278
H 1.530 4.242 2.493 0.232
H 3.900 2.965 3.887 0.373
H 4.093 4.350 2.883 0.401
H 2.327 2.951 -1.626 0.199
H 3.481 1.623 -2.140 0.104
H 4.071 3.225 -1.828 0.540
C -0.416 4.373 9.285 -1.239
C 0.054 5.207 8.125 -0.160
O -0.519 4.675 6.933 -0.295
C -0.358 5.384 5.814 0.816
O 0.158 6.451 5.741 -0.552
O -0.933 4.717 4.810 -0.284
C -1.044 5.453 3.603 -0.510
H 0.080 4.710 10.200 0.386
H -0.198 3.310 9.190 0.326
H -1.476 4.522 9.493 0.309
H 1.140 5.241 8.058 0.301
H -0.319 6.215 8.312 0.273
H -1.896 6.128 3.605 0.327
H -1.115 4.744 2.785 -0.019
H -0.124 6.018 3.465 0.382
```

Properties
HOMO level: -9.977 eV
Kohn-Sham gap: 10.259 eV
Total charge: 0

---

Record 6
Molecular formula: C30H21N7O2STl
Method: DFT, wB97M-V/def2-TZVPD

```
62
Properties=species:S:1:pos:R:3:nbo_charge:R:1
Tl 2.319 -0.338 0.968 0.703
O 3.692 -4.654 1.608 -0.710
C 3.170 -3.585 1.250 0.595
N 2.847 -2.507 1.943 -0.718
C 2.945 -2.441 3.339 0.115
C 3.830 -3.195 4.110 -0.240
C 3.870 -3.052 5.492 -0.244
C 3.020 -2.159 6.124 -0.243
C 2.126 -1.402 5.376 -0.266
C 2.077 -1.521 3.988 0.196
N 1.239 -0.768 3.154 -0.714
C 0.114 -0.223 3.562 0.586
O -0.436 -0.182 4.675 -0.706
C -0.652 0.445 2.394 0.247
C -1.532 1.567 2.831 -0.306
C -2.382 2.531 2.350 -0.089
C -2.734 3.168 1.082 -0.056
C -0.702 2.328 0.200 -0.756
N -0.506 -0.125 1.235 -0.641
C 2.765 -3.501 -0.226 0.158
C 3.146 -4.528 -1.086 -0.230
C 2.738 -4.482 -2.406 -0.181
C 1.959 -3.415 -2.836 -0.279
C 1.634 -2.431 -1.918 0.039
N 2.025 -2.476 -0.646 -0.448
H 4.469 -3.904 3.609 0.236
H 4.564 -3.649 6.072 0.191
H 3.042 -2.051 7.202 0.191
H 1.443 -0.718 5.857 0.236
H -1.565 1.496 3.915 0.253
H -2.986 2.937 3.163 0.183
H -4.335 4.109 2.072 0.215
H 0.135 2.436 -0.483 0.226
H 3.740 -5.334 -0.681 0.245
H 3.018 -5.271 -3.095 0.203
H 1.608 -3.344 -3.858 0.204
H 1.034 -1.571 -2.199 0.213
N -1.696 2.397 -2.329 -0.606
C -2.275 3.324 -1.390 0.185
C -3.101 4.265 -1.872 -0.269
C -3.778 5.252 -1.044 -0.232
C -4.208 5.071 0.205 -0.140
C -4.100 3.823 1.044 -0.472
C -1.891 3.114 0.012 -0.073
S -1.376 0.789 0.158 1.212
N -0.970 0.230 -1.380 -0.660
C -1.209 1.094 -2.304 0.442
C -0.910 0.610 -3.698 0.157
C -1.943 0.409 -4.605 -0.249
C -1.629 -0.083 -5.862 -0.167
C -0.303 -0.341 -6.164 -0.261
C 0.655 -0.095 -5.190 0.045
N 0.368 0.371 -3.979 -0.387
H -1.763 2.739 -3.275 0.400
H -3.286 4.312 -2.943 0.194
H -4.010 6.199 -1.522 0.203
H -4.746 5.896 0.662 0.196
H -4.885 3.106 0.765 0.213
H -2.967 0.610 -4.319 0.225
H -2.409 -0.268 -6.590 0.216
H -0.012 -0.730 -7.130 0.219
H 1.705 -0.282 -5.386 0.199
```

Properties
HOMO level: -3.847 eV
Kohn-Sham gap: 5.609 eV
Total charge: -1

---

Number 1: energy -253025.1542 eV. Number 2: energy -17534.8412 eV. Number 3: energy -101165.6587 eV. Number 4: energy -75085.2833 eV. Number 5: energy -127299.1617 eV. Number 6: energy -61502.9556 eV.